# 1
Density functional theory data (ωB97M-V/def2-TZVPD) for a molecular structure, C2H4CsO2 in a non-equilibrium geometry.

Output
relative energy (zero: lowest compared OMol25 entry of this formula, charge and spin): 25.6 kJ/mol
electronic energy: -249.09127 a.u.
LUMO: 1.13 eV

ORCA input file:
```
! RIJCOSX wB97M-V def2-TZVPD def2/J DEFGRID3
* xyz -1 1
Cs -1.1587 -1.7678 -3.5402
O 1.9329 0.8654 0.5054
O -0.0804 -1.1277 -0.9439
C -0.3387 -0.1028 -0.0572
C 0.6932 0.4586 0.9527
H 0.2091 1.3888 1.3349
H -1.2913 -0.3572 0.4741
H -0.6832 0.8228 -0.5915
H 0.7171 -0.1801 1.8656
*
```

Atomic partial charges in e from the Mulliken method, atoms 1 to 2: atom 1 (Cs): 0.7918, atom 2 (O): -0.9256

---

# 2
Density functional theory data (ωB97M-V/def2-TZVPD) for 3 unconnected molecules or ions with the total composition C2H4F2 in a non-equilibrium geometry.

Output
relative energy (zero: lowest compared OMol25 entry of this formula, charge and spin): 377.2 kJ/mol
electronic energy: -278.19157 a.u.
LUMO: 0.99 eV

ORCA input file:
```
! RIJCOSX wB97M-V def2-TZVPD def2/J DEFGRID3
* xyz 0 1
F 2.4353 0.3774 -0.7395
F 1.5547 -0.8089 0.9443
C 1.2964 -0.1301 -0.3206
C 0.2390 0.3366 -0.7059
H -0.6167 2.3847 -0.6706
H -0.7068 0.2724 -0.1945
H 0.1740 0.6805 -1.7590
H 0.2522 2.2384 -0.3289
*
```

Atomic partial charges in e from the natural (NBO) method, atoms 1 to 2: atom 1 (F): -0.3054, atom 2 (F): -0.3592